No. 1
This record from OMol25 describes C9H18BrNO as an isolated structure in a non-equilibrium geometry. The level of theory is ωB97M-V with the def2-TZVPD basis set.

Atoms and positions in Å:
C  -1.2009  -2.0907  1.4556
C  -0.7162  -0.6713  0.9569
C  0.7306  -0.3511  1.5843
C  1.5517  0.7208  0.8811
C  1.5908  0.3778  -0.6316
C  0.1773  0.1524  -1.3687
N  -0.7229  -0.8039  -0.5798
O  -1.7905  -1.4152  -1.2341
C  0.5145  -0.5549  -2.7329
C  -0.4661  1.5679  -1.6608
C  -1.7567  0.5049  1.2914
H  -2.1751  -2.3546  1.0441
H  -1.3875  -2.1614  2.5272
H  -0.4845  -2.8794  1.2256
H  1.4057  -1.2066  1.5641
H  0.5316  -0.1342  2.6338
H  2.5307  0.8928  1.3283
H  1.0470  1.6768  1.0204
H  2.0972  -0.5713  -0.8066
H  2.1495  1.1677  -1.1336
H  1.2063  0.0601  -3.3085
H  -0.3628  -0.6441  -3.3737
H  0.9873  -1.5354  -2.6772
H  -0.3310  2.0662  -0.7008
H  -1.5373  1.5082  -1.8531
H  0.0039  2.1267  -2.4701
H  -2.6958  0.5344  0.7389
H  -1.4026  1.5328  1.2139
H  -1.9799  0.3510  2.3472
Br  2.4858  2.1336  2.7185

ΔE to the lowest compared entry with this formula, charge and spin	73.2	kcal per mole
orbital gap	0.1089	Eh

Just the Mulliken charges please, in e? Sure, here they are: C -1.670; C 1.249; C -1.036; C -0.741; C -1.179; C 1.150; N 0.644; O -0.389; C -1.687; C -1.483; C -1.499; H 0.444; H 0.395; H 0.397; H 0.346; H 0.581; H 0.399; H 0.364; H 0.410; H 0.422; H 0.412; H 0.408; H 0.426; H 0.326; H 0.343; H 0.399; H 0.363; H 0.329; H 0.444; Br -0.569


No. 2
This record from OMol25 describes C3H6N2O in the gas phase in a non-equilibrium geometry. The level of theory is ωB97M-V with the def2-TZVPD basis set.

Atoms and positions in Å:
C  1.5393  -0.6219  0.1932
N  0.5172  0.2458  -0.3877
C  -0.8860  -0.0431  -0.2318
N  -1.2843  -0.8026  -1.1712
C  -1.7299  0.8129  0.6623
O  -1.2940  1.8681  1.0627
H  1.0797  -1.4202  0.7844
H  2.2056  -0.0424  0.8356
H  2.1415  -1.0967  -0.5933
H  0.7374  1.2227  -0.4310
H  -0.2465  -0.6292  -1.5464
H  -2.7801  0.5066  0.8231

ΔE to the lowest compared entry with this formula, charge and spin	73.8	kcal per mole
orbital gap	0.3423	Eh

Just the Mulliken charges please, in e? Sure, here they are: C -0.760; N -0.322; C 0.272; N -0.608; C 0.012; O -0.466; H 0.282; H 0.307; H 0.255; H 0.249; H 0.418; H 0.361


No. 3
This record from OMol25 describes C34H41BrN7O3RbSSi as an isolated structure in a non-equilibrium geometry. The level of theory is ωB97M-V with the def2-TZVPD basis set.

Atoms and positions in Å:
Rb  -0.3298  -1.1068  1.2035
N  -0.1333  1.1108  4.2174
C  -1.1720  0.5942  4.9288
S  -0.9717  0.3640  6.5924
N  -2.3383  0.2834  4.3404
N  -2.4162  0.6600  3.0623
C  -3.5077  0.3791  2.4145
C  -4.6193  -0.4407  2.9681
C  -5.1132  -1.5092  2.2158
C  -6.1309  -2.3129  2.7021
C  -6.6737  -2.0634  3.9554
C  -6.1757  -1.0188  4.7206
C  -5.1552  -0.2140  4.2361
C  -3.6539  0.9534  1.0696
C  -4.9343  1.1901  0.5315
C  -5.0598  1.8289  -0.6841
C  -3.9137  2.2158  -1.3683
C  -2.6931  1.9244  -0.7811
N  -2.5559  1.3227  0.3920
H  0.7613  1.1907  4.6570
H  -0.1910  1.1895  3.2174
H  -4.6735  -1.7163  1.2470
H  -6.4918  -3.1461  2.1107
H  -7.4785  -2.6836  4.3333
H  -6.5761  -0.8412  5.7121
H  -4.7518  0.5839  4.8409
H  -5.8073  0.8816  1.0885
H  -6.0447  2.0378  -1.0862
H  -3.9679  2.7102  -2.3288
H  -1.7646  2.1726  -1.2872
Br  6.8252  -4.7538  1.0909
C  5.6994  -3.2182  1.2479
C  4.3494  -3.3789  1.5027
C  3.5549  -2.2533  1.5957
C  4.0736  -0.9663  1.4185
C  5.4517  -0.8452  1.1775
C  6.2616  -1.9621  1.0931
N  3.1466  0.0707  1.4724
C  3.4843  1.2900  1.3658
C  2.5354  2.3884  1.3441
C  3.0246  3.6944  1.2095
C  2.1430  4.7541  1.1751
C  0.7828  4.4954  1.2653
C  0.3825  3.1697  1.3820
N  1.2207  2.1476  1.4239
H  3.9149  -4.3620  1.6166
H  2.4987  -2.3617  1.7930
H  5.9087  0.1258  1.0374
H  7.3204  -1.8569  0.9001
H  4.5306  1.5943  1.2631
H  4.0938  3.8532  1.1310
H  2.5047  5.7701  1.0750
H  0.0599  5.2985  1.2431
H  -0.6731  2.9129  1.4340
C  -1.2396  0.2326  -3.6406
Si  0.3145  -0.1929  -2.5443
C  0.8865  -1.8931  -3.3669
C  1.2823  -1.7618  -4.8474
C  -0.3005  -2.8550  -3.2649
C  2.0617  -2.5178  -2.6105
C  1.5322  1.2990  -3.0224
C  2.9265  1.0163  -2.4666
C  1.6277  1.5708  -4.5297
C  1.0009  2.5647  -2.3526
H  -1.0905  0.0332  -4.7127
H  -1.5135  1.2879  -3.5407
H  -2.1015  -0.3497  -3.3095
H  0.5715  -1.1493  -5.4098
H  1.3192  -2.7526  -5.3285
H  2.2753  -1.3143  -4.9500
H  -1.1740  -2.4733  -3.8006
H  -0.5788  -3.0169  -2.2204
H  -0.0334  -3.8279  -3.7004
H  2.9083  -1.8297  -2.5305
H  2.4100  -3.4208  -3.1341
H  1.7663  -2.8094  -1.6021
H  3.3825  0.1517  -2.9561
H  2.8702  0.8046  -1.3948
H  3.5955  1.8792  -2.6165
H  2.1058  0.7428  -5.0558
H  2.2175  2.4811  -4.7338
H  0.6332  1.7179  -4.9603
H  0.8890  2.4172  -1.2765
H  0.0254  2.8491  -2.7603
H  1.6906  3.4065  -2.5194
O  -1.3422  -3.6455  0.6558
N  -0.2069  -3.6246  1.1711
O  -0.0809  -3.4076  2.3945
O  0.8089  -3.7591  0.4578

ΔE to the lowest compared entry with this formula, charge and spin	24.6	kcal per mole
orbital gap	0.1408	Eh
net charge	-2

Just the Mulliken charges please, in e? Sure, here they are: Rb 0.975; N -0.173; C 0.021; S -0.546; N -1.028; N 0.477; C -0.012; C 0.145; C -0.141; C -0.752; C -0.309; C -0.742; C -0.099; C 0.336; C -0.969; C -0.511; C -0.781; C 0.057; N 0.316; H 0.219; H 0.073; H 0.484; H 0.362; H 0.360; H 0.361; H 0.425; H 0.431; H 0.401; H 0.406; H 0.143; Br -0.256; C 0.177; C -0.666; C 0.190; C 0.203; C -0.436; C -0.797; N 0.221; C -0.088; C 0.236; C -0.769; C -0.539; C -0.655; C -0.027; N 0.436; H 0.473; H 0.461; H 0.252; H 0.399; H 0.034; H 0.383; H 0.386; H 0.442; H 0.033; C -1.620; Si -0.124; C 2.389; C -1.953; C -1.989; C -1.692; C 2.338; C -2.211; C -1.857; C -1.970; H 0.419; H 0.363; H 0.343; H 0.309; H 0.509; H 0.317; H 0.378; H 0.319; H 0.474; H 0.199; H 0.414; H 0.264; H 0.336; H 0.342; H 0.483; H 0.271; H 0.528; H 0.317; H 0.229; H 0.356; H 0.524; O -0.553; N 0.548; O -0.545; O -0.479


No. 4
This record from OMol25 describes C12H17BN6O2Pd as an isolated structure in a non-equilibrium geometry. The level of theory is ωB97M-V with the def2-TZVPD basis set.

Atoms and positions in Å:
H  0.2072  2.8720  2.3026
N  0.2048  1.5255  0.6552
B  0.6218  0.4496  -1.6753
N  0.5094  1.6715  -0.7051
C  0.9057  2.9277  -0.9021
Pd  -0.9826  -2.0574  0.1908
H  1.2244  3.2412  -1.8833
C  0.8391  3.6514  0.3028
H  1.0359  4.6944  0.4690
C  0.4417  2.7554  1.2606
H  1.2115  0.7418  -2.7127
C  -1.0287  -2.2040  2.1170
H  -1.8166  -1.5685  2.5590
H  -0.0396  -2.0284  2.5583
H  -1.3103  -3.2721  2.1864
N  -0.8034  -0.0709  -2.0194
N  1.5076  -0.6457  -0.9973
N  -1.3713  -1.2988  -1.5629
N  1.0108  -1.6140  -0.1449
C  -1.7755  0.6627  -2.5457
C  2.8287  -0.8641  -1.1757
H  -1.5666  1.6599  -2.9229
H  3.4155  -0.2621  -1.8469
C  -3.0044  0.0139  -2.4162
C  3.2077  -1.9551  -0.4043
C  -2.7741  -1.1917  -1.8260
C  2.0417  -2.3938  0.2411
H  -3.9568  0.4408  -2.6851
H  4.1805  -2.4083  -0.3305
H  -3.4522  -1.9458  -1.4861
H  1.9030  -3.2301  0.9155
H  -0.9699  -2.0027  -2.1840
C  0.1857  0.4130  3.0825
O  -1.0561  0.6341  2.3445
C  -1.0007  0.8870  1.0443
O  -1.9805  0.7206  0.3073
H  0.3866  1.3023  3.6775
H  1.0570  0.1666  2.4707
H  -0.0370  -0.4182  3.7414

ΔE to the lowest compared entry with this formula, charge and spin	33.4	kcal per mole
orbital gap (spin up / spin down)	0.2021 / 0.1810	Eh
spin multiplicity	5
net charge	+2

Just the Mulliken charges please, in e? Sure, here they are: H 0.429; N 0.451; B -0.056; N 0.105; C -0.145; Pd 0.576; H 0.506; C -0.996; H 0.472; C -0.087; H -0.030; C -0.756; H 0.404; H 0.176; H 0.363; N 0.206; N -0.189; N -0.272; N 0.285; C -0.236; C -0.118; H 0.455; H 0.491; C -0.741; C -1.023; C -0.275; C -0.394; H 0.464; H 0.454; H 0.438; H 0.466; H 0.359; C -1.019; O -0.269; C 0.666; O -0.378; H 0.312; H 0.418; H 0.485


No. 5
This record from OMol25 describes a 18-piece molecular cluster, H36O18 overall in a non-equilibrium geometry. The level of theory is ωB97M-V with the def2-TZVPD basis set.

Atoms and positions in Å:
O  -1.5930  -0.0748  4.9284
H  -2.4301  0.1993  5.3587
H  -1.8092  0.0346  4.0358
O  4.8074  -0.9495  -2.3413
H  4.8091  -0.1120  -1.9895
H  5.1849  -0.9079  -3.2831
O  -3.8848  1.6834  4.0986
H  -3.9770  1.2937  3.1714
H  -4.2591  2.5531  3.8772
O  1.9160  -0.0602  1.4817
H  1.5512  -0.9128  1.5216
H  1.2805  0.5853  1.3011
O  1.0295  0.9073  -2.3280
H  1.6555  1.0549  -3.0649
H  0.1530  0.8062  -2.3001
O  0.2260  -1.8111  3.0938
H  -0.2844  -1.2185  3.3948
H  -0.0294  -2.1908  2.3384
O  -0.8903  2.9826  -2.1081
H  -0.1495  3.6184  -1.8781
H  -0.9581  2.1029  -1.6896
O  -2.4471  1.7183  0.4270
H  -2.3885  1.1536  -0.3035
H  -2.6873  2.6354  -0.0174
O  -0.4121  -2.9439  -3.6136
H  -0.5830  -3.8520  -3.1592
H  0.5631  -2.8496  -3.3789
O  3.8494  0.3945  -0.2436
H  3.8585  0.1326  0.7853
H  2.9646  0.9649  -0.1751
O  4.7707  -4.3378  0.0209
H  4.5973  -4.1414  0.8724
H  5.1719  -3.5480  -0.4100
O  -0.1568  1.7501  2.0775
H  -0.9139  1.4119  1.6541
H  -0.2898  2.6489  2.3869
O  -4.4673  -0.6427  0.5369
H  -4.1016  -1.4112  0.8872
H  -4.7685  -0.2479  1.4624
O  -3.2307  3.9550  -1.7922
H  -2.2506  4.2242  -1.6530
H  -3.6720  4.8533  -1.6359
O  1.0239  3.9732  0.0277
H  0.6939  3.1152  0.4980
H  0.2208  4.5702  0.0346
O  2.2761  -2.7720  -1.9712
H  3.0952  -2.1531  -2.1378
H  2.3397  -3.0400  -1.0469
O  -0.3516  -5.1384  0.7199
H  0.2221  -4.8157  1.3329
H  0.2941  -5.1302  0.0014
O  -1.8736  0.3883  -3.4868
H  -1.5040  -0.5564  -3.7251
H  -2.1912  0.1065  -2.5937

ΔE to the lowest compared entry with this formula, charge and spin	168.1	kcal per mole
orbital gap	0.3649	Eh

Just the Mulliken charges please, in e? Sure, here they are: O -0.611; H 0.310; H 0.277; O -0.592; H 0.284; H 0.297; O -0.606; H 0.279; H 0.310; O -0.518; H 0.226; H 0.284; O -0.482; H 0.235; H 0.311; O -0.543; H 0.248; H 0.296; O -0.507; H 0.338; H 0.091; O -0.585; H 0.261; H 0.337; O -0.650; H 0.306; H 0.345; O -0.628; H 0.305; H 0.320; O -0.628; H 0.289; H 0.330; O -0.637; H 0.382; H 0.236; O -0.606; H 0.300; H 0.300; O -0.615; H 0.338; H 0.306; O -0.660; H 0.382; H 0.305; O -0.566; H 0.348; H 0.247; O -0.604; H 0.287; H 0.318; O -0.642; H 0.367; H 0.287


No. 6
This record from OMol25 describes C5H13NS in the gas phase in a non-equilibrium geometry. The level of theory is ωB97M-V with the def2-TZVPD basis set.

Atoms and positions in Å:
C  1.0024  0.8581  -1.0818
C  2.0107  -0.3072  -1.1315
S  1.2739  -1.9979  -0.9099
C  0.1944  0.9469  0.2366
N  -0.8379  -0.0166  0.4381
C  -0.9290  -0.7001  1.7270
C  -2.1243  0.2359  -0.2007
H  1.5713  1.7912  -1.0774
H  0.3416  0.7450  -1.9751
H  2.7821  -0.0739  -0.3944
H  2.3818  -0.3653  -2.1540
H  1.7854  -2.3832  0.2405
H  0.9073  0.9049  1.1037
H  -0.3196  1.9424  0.2907
H  0.0269  -1.2100  1.8232
H  -1.6674  -1.5330  1.5628
H  -1.1901  0.0588  2.4375
H  -1.8437  1.0736  -0.8824
H  -2.7965  0.7150  0.5354
H  -2.5690  -0.6847  -0.5881

ΔE to the lowest compared entry with this formula, charge and spin	34.4	kcal per mole
orbital gap	0.3077	Eh

Just the Mulliken charges please, in e? Sure, here they are: C -0.524; C -0.692; S -0.241; C -0.982; N 0.345; C -1.160; C -1.059; H 0.335; H 0.311; H 0.388; H 0.322; H 0.088; H 0.453; H 0.437; H 0.297; H 0.326; H 0.403; H 0.379; H 0.317; H 0.257